Formula: C4H4N2O
Source: the OMol25 dataset
Level of theory: ωB97M-V/def2-TZVPD

Values from the calculation:
- E_LUMO (Eh) = 0.0070
- maximum force (eV/Å) = 3.8
- calculated total energy (hartree) = -339.43548
- HOMO (eV) = -9.89
- ΔE to the lowest compared entry with this formula, charge and spin (kJ/mol) = 383.8

Structure (ORCA input):
```
! RIJCOSX wB97M-V def2-TZVPD def2/J DEFGRID3
* xyz 0 1
C 2.060 -0.578 0.036
C 1.061 0.344 -0.036
C -0.397 -0.030 -0.094
C -1.488 0.903 -0.025
N -2.560 0.216 0.040
O -2.271 -1.085 0.032
N -0.984 -1.226 -0.157
H 3.164 -0.348 0.070
H 1.593 -1.648 0.273
H 1.160 1.389 -0.249
H -1.337 2.062 0.111
*
```

Here are the natural (NBO) charges for atoms 1 to 8, given in e: atom 1 (C): -0.3439, atom 2 (C): -0.2429, atom 3 (C): 0.0485, atom 4 (C): -0.0722, atom 5 (N): -0.1050, atom 6 (O): -0.0948, atom 7 (N): -0.0926, atom 8 (H): 0.2263

Formula: C2H10N2S
Source: the OMol25 dataset
Level of theory: ωB97M-V/def2-TZVPD

Values from the calculation:
- E_LUMO (Eh) = 0.0229
- maximum force (eV/Å) = 4.0
- calculated total energy (hartree) = -589.82195
- HOMO (eV) = -9.37
- ΔE to the lowest compared entry with this formula, charge and spin (kJ/mol) = 170.3

Structure (ORCA input):
```
! RIJCOSX wB97M-V def2-TZVPD def2/J DEFGRID3
* xyz 0 1
N -1.021 1.491 2.262
C -1.524 0.094 2.557
N -2.134 -0.636 1.329
H -0.752 1.294 1.280
H -1.844 2.014 2.137
H -2.337 0.175 3.405
H -0.741 -0.531 2.745
H -1.911 0.118 0.667
H -1.433 -1.382 1.122
C 0.685 -1.076 -1.855
S 1.999 0.192 -2.128
H 1.051 -1.877 -1.142
H 0.566 -1.615 -2.846
H -0.264 -0.890 -1.364
H 2.799 -0.476 -1.312
*
```

Here are the natural (NBO) charges for atoms 1 to 8, given in e: atom 1 (N): -0.7923, atom 2 (C): -0.0604, atom 3 (N): -0.8286, atom 4 (H): 0.3269, atom 5 (H): 0.3440, atom 6 (H): 0.1757, atom 7 (H): 0.1640, atom 8 (H): 0.3288

Repeat the first record exactly.
Formula: C4H4N2O
Source: the OMol25 dataset
Level of theory: ωB97M-V/def2-TZVPD

Values from the calculation:
- E_LUMO (Eh) = 0.0070
- maximum force (eV/Å) = 3.8
- calculated total energy (hartree) = -339.43548
- HOMO (eV) = -9.89
- ΔE to the lowest compared entry with this formula, charge and spin (kJ/mol) = 383.8

Structure (ORCA input):
```
! RIJCOSX wB97M-V def2-TZVPD def2/J DEFGRID3
* xyz 0 1
C 2.060 -0.578 0.036
C 1.061 0.344 -0.036
C -0.397 -0.030 -0.094
C -1.488 0.903 -0.025
N -2.560 0.216 0.040
O -2.271 -1.085 0.032
N -0.984 -1.226 -0.157
H 3.164 -0.348 0.070
H 1.593 -1.648 0.273
H 1.160 1.389 -0.249
H -1.337 2.062 0.111
*
```

Here are the natural (NBO) charges for atoms 1 to 8, given in e: atom 1 (C): -0.3439, atom 2 (C): -0.2429, atom 3 (C): 0.0485, atom 4 (C): -0.0722, atom 5 (N): -0.1050, atom 6 (O): -0.0948, atom 7 (N): -0.0926, atom 8 (H): 0.2263

Copy entry 1 word for word.
Formula: C4H4N2O
Source: the OMol25 dataset
Level of theory: ωB97M-V/def2-TZVPD

Values from the calculation:
- E_LUMO (Eh) = 0.0070
- maximum force (eV/Å) = 3.8
- calculated total energy (hartree) = -339.43548
- HOMO (eV) = -9.89
- ΔE to the lowest compared entry with this formula, charge and spin (kJ/mol) = 383.8

Structure (ORCA input):
```
! RIJCOSX wB97M-V def2-TZVPD def2/J DEFGRID3
* xyz 0 1
C 2.060 -0.578 0.036
C 1.061 0.344 -0.036
C -0.397 -0.030 -0.094
C -1.488 0.903 -0.025
N -2.560 0.216 0.040
O -2.271 -1.085 0.032
N -0.984 -1.226 -0.157
H 3.164 -0.348 0.070
H 1.593 -1.648 0.273
H 1.160 1.389 -0.249
H -1.337 2.062 0.111
*
```

Here are the natural (NBO) charges for atoms 1 to 8, given in e: atom 1 (C): -0.3439, atom 2 (C): -0.2429, atom 3 (C): 0.0485, atom 4 (C): -0.0722, atom 5 (N): -0.1050, atom 6 (O): -0.0948, atom 7 (N): -0.0926, atom 8 (H): 0.2263

Question: What is the E_LUMO in the second record?
Answer: 0.0229 Eh